(P)
Computed, not measured: 2 unconnected molecules or ions with the total composition C5H10O2, with ωB97M-V with the def2-TZVPD basis set.

Geometry as XYZ:
```
17
Properties=species:S:1:pos:R:3
O -2.05279 0.12365 0.78687
C -1.31020 1.25701 0.36258
C 0.05366 1.18327 0.98192
C 0.05582 -1.89263 -0.69369
C 1.47481 -1.40693 -0.75902
O 1.94780 -0.79461 -1.68864
C 1.17866 1.48603 0.34188
H -2.96253 0.23363 0.48702
H -1.21849 1.30155 -0.73433
H -1.80717 2.18275 0.69463
H 0.06461 0.88324 2.02929
H -0.38116 -1.71936 0.29463
H -0.54524 -1.39121 -1.45525
H 0.06511 -2.96712 -0.88371
H 2.10909 -1.70367 0.10381
H 1.18450 1.76951 -0.70880
H 2.14352 1.45487 0.84080
```

Output
SMILES = C=CCO.CC=O
HOMO level = -9.7 eV
Kohn-Sham gap = 10.48 eV

Atomic partial charges in e from the Löwdin method, atoms 1 to 5:
1 O -0.09
2 C -0.28
3 C -0.17
4 C -0.06
5 C -0.34

---

(Q)
Computed, not measured: a single C5H10O2 molecule, with ωB97M-V with the def2-TZVPD basis set.

Geometry as XYZ:
```
17
Properties=species:S:1:pos:R:3
C -0.86593 2.24105 1.19136
O -0.97062 1.14666 0.31391
C 0.14179 0.36745 0.45010
C 0.30447 -0.77071 -0.55601
C 0.52407 -2.20981 -0.07558
C -0.24376 -0.60178 -1.92183
O -0.33956 -1.48553 -2.74950
H -0.79234 1.89616 2.23275
H -1.76572 2.82965 1.05146
H 0.02665 2.84435 0.95980
H 0.34635 -0.02595 1.45195
H 1.12914 1.11493 0.28815
H 1.20566 -0.02156 -0.54912
H 0.60188 -2.86397 -0.95181
H 1.46208 -2.28491 0.48312
H -0.27633 -2.62278 0.55961
H -0.48782 0.44674 -2.17837
```

Output
SMILES = COC[C@@H](C)C=O
HOMO level = -9.5 eV
Kohn-Sham gap = 10.26 eV

Atomic partial charges in e from the Löwdin method, atoms 1 to 5:
1 C -0.10
2 O -0.15
3 C -0.30
4 C -0.29
5 C -0.04

---

(R)
Computed, not measured: a single C5H10O2 molecule, with ωB97M-V with the def2-TZVPD basis set.

Geometry as XYZ:
```
17
Properties=species:S:1:pos:R:3
O -1.80299 -0.91059 -1.28589
C -0.65427 -0.13432 -1.58984
C -0.26821 0.52737 -0.25864
C -0.30288 -0.57629 0.84931
C 0.71411 -0.15471 1.86890
O 1.77256 0.37552 1.09589
C 1.19055 1.03135 -0.08987
H -2.11185 -1.34893 -2.08530
H 0.17856 -0.77009 -1.93953
H -0.88475 0.57069 -2.40559
H -0.99398 1.31953 -0.03182
H -1.26207 -0.82407 1.30895
H 0.11193 -1.47902 0.38391
H 0.95168 -1.10878 2.35896
H 0.35799 0.55393 2.64029
H 1.83148 0.78036 -0.94754
H 1.25467 2.10841 0.09402
```

Output
SMILES = OC[C@H]1CCOC1
HOMO level = -9.7 eV
Kohn-Sham gap = 10.53 eV

Atomic partial charges in e from the Löwdin method, atoms 1 to 5:
1 O -0.08
2 C -0.24
3 C -0.25
4 C -0.15
5 C -0.24

---

(S)
Computed, not measured: 2 unconnected molecules or ions with the total composition C5H10O2, with ωB97M-V with the def2-TZVPD basis set.

Geometry as XYZ:
```
17
Properties=species:S:1:pos:R:3
C 0.80764 -2.73492 -0.54003
C 0.54537 1.57206 0.69212
C 0.19864 1.05915 -0.46146
O -0.01045 1.93572 -1.66191
C 0.63897 -0.33429 -0.86847
C 1.21832 -1.37277 -0.03067
H -0.29557 -2.71336 -0.66616
H 1.40793 -2.73539 -1.51155
H 1.11980 -3.47497 0.19143
H 0.78604 2.63540 0.84008
H 0.22909 1.04237 1.67064
H -0.78103 1.57303 -2.20008
H 0.09141 -0.62502 -1.71923
H 2.12738 -1.33559 0.69361
H -2.59036 -0.44000 1.55083
H -2.26513 -0.27441 3.15809
O -2.52495 0.21585 2.31734
```

Output
SMILES = C=C(O)/C=C/C.O
HOMO level = -8.3 eV
Kohn-Sham gap = 8.48 eV

Atomic partial charges in e from the Löwdin method, atoms 1 to 5:
1 C -0.14
2 C 0.04
3 C -0.35
4 O -0.08
5 C -0.07

---

It is (S) that is the least stable of them.

---

(P)
Computed, not measured: a molecular structure, C5H10O2, with ωB97M-V with the def2-TZVPD basis set.

Geometry as XYZ:
```
17
Properties=species:S:1:pos:R:3
O -1.78743 -1.14804 0.72340
C -1.83966 0.26843 0.63057
C -0.41578 0.80255 0.59931
C 0.39323 0.13540 -0.50185
C 1.81419 0.62987 -0.80716
O 2.34041 -0.70160 -0.74524
C 1.10553 -1.18949 -0.19409
H -2.43062 -1.52380 0.11554
H -2.39405 0.68269 1.48510
H -2.36251 0.58431 -0.28456
H 0.06375 0.62167 1.57063
H -0.44609 1.89122 0.45522
H -0.20457 0.06162 -1.41840
H 2.23847 1.27567 -0.02353
H 1.98073 1.09682 -1.78532
H 0.74910 -2.09192 -0.70138
H 1.19531 -1.39540 0.88176
```

Output
HOMO level = -9.5 eV
Kohn-Sham gap = 10.28 eV

Atomic partial charges in e from the Löwdin method, atoms 1 to 5:
1 O -0.06
2 C -0.27
3 C -0.16
4 C -0.27
5 C -0.16

---

(Q)
Computed, not measured: 2 unconnected molecules or ions with the total composition C5H10O2, with ωB97M-V with the def2-TZVPD basis set.

Geometry as XYZ:
```
17
Properties=species:S:1:pos:R:3
C 0.45456 -0.55758 -2.12472
C 0.51269 0.79247 -1.46468
O -0.46604 1.03415 -0.45221
C 0.90741 0.88830 -0.06404
C -0.58367 0.19300 2.34669
C -0.88204 -0.98279 1.79215
O -1.51341 -1.18717 0.61193
H 1.43951 -0.81399 -2.52686
H 0.15795 -1.32167 -1.39709
H -0.26924 -0.56308 -2.94452
H 0.67373 1.65745 -2.10378
H -1.47445 -0.34488 0.11360
H 1.16480 -0.02806 0.46210
H 1.33252 1.79252 0.36331
H -0.87243 1.13509 1.88793
H 0.01594 0.23213 3.24760
H -0.59783 -1.92590 2.25258
```

Output
SMILES = C[C@@H]1CO1.C=CO
HOMO level = -8.7 eV
Kohn-Sham gap = 9.74 eV

Atomic partial charges in e from the Löwdin method, atoms 1 to 5:
1 C -0.03
2 C -0.32
3 O -0.10
4 C -0.12
5 C -0.02

---

(R)
Computed, not measured: a single C5H10O2 molecule, with ωB97M-V with the def2-TZVPD basis set.

Geometry as XYZ:
```
17
Properties=species:S:1:pos:R:3
C 0.40748 -0.26935 2.31823
C 0.68120 -0.52250 0.82764
O 0.00075 -1.63358 0.29843
C 0.08134 0.56238 -0.08020
C 0.42315 0.49395 -1.56293
C -1.05789 0.34057 -1.86200
O -1.41400 0.08593 -0.48337
H 0.70353 -1.13794 2.91660
H 0.94757 0.60806 2.70836
H -0.66512 -0.10964 2.45723
H 1.79686 -0.60236 0.71823
H -0.86752 -1.17051 -0.08708
H -0.06295 1.54597 0.36565
H 0.88777 1.38148 -1.98257
H 1.00163 -0.40295 -1.80107
H -1.32678 -0.44845 -2.57628
H -1.52859 1.27652 -2.16924
```

Output
SMILES = C[C@@H](O)[C@H]1CCO1
HOMO level = -9.7 eV
Kohn-Sham gap = 10.70 eV

Atomic partial charges in e from the Löwdin method, atoms 1 to 5:
1 C -0.05
2 C -0.41
3 O -0.09
4 C -0.14
5 C -0.10

---

It is (Q) that is the least stable of them.

---

(P)
Computed, not measured: 2 unconnected molecules or ions with the total composition C5H10O2, with ωB97M-V with the def2-TZVPD basis set.

Geometry as XYZ:
```
17
Properties=species:S:1:pos:R:3
O 1.94633 -2.33128 -2.10118
C 2.05405 -1.44153 -1.21877
C 0.77767 -0.92803 -0.30406
C -0.26055 0.02069 -1.02847
C -1.72673 0.06276 -0.49245
C -2.14795 0.71270 0.61206
H 2.86720 -0.68192 -1.34733
H 1.21424 -0.50656 0.62726
H 0.25992 -1.92669 -0.00753
H -0.30759 -0.34891 -2.02782
H 0.15116 1.14941 -1.00019
H -2.55526 -0.17913 -1.22873
H -3.15306 0.50332 0.91901
H -1.45624 1.38156 1.18788
H 1.25226 1.52119 1.78660
H 0.50646 1.17185 3.16474
O 0.57809 1.82059 2.45900
```

Output
SMILES = C=CCCC=O.O
HOMO level = -9.5 eV
Kohn-Sham gap = 9.92 eV

Atomic partial charges in e from the Löwdin method, atoms 1 to 5:
1 O -0.01
2 C -0.18
3 C -0.15
4 C -0.21
5 C -0.19

---

(Q)
Computed, not measured: a single C5H10O2 molecule, with ωB97M-V with the def2-TZVPD basis set.

Geometry as XYZ:
```
17
Properties=species:S:1:pos:R:3
C 0.10348 -2.35472 -0.42730
O -0.39198 -1.03166 -0.42581
C -0.06323 -0.35602 0.74855
C 1.29042 0.28611 0.83191
C 0.05191 1.13134 0.65086
C -0.22914 1.81664 -0.66627
O -1.61733 1.95944 -0.89135
H -0.52016 -3.01431 0.19444
H 1.13571 -2.38917 -0.05051
H 0.08505 -2.71257 -1.45944
H -0.49059 -0.79040 1.65618
H 1.81498 0.31297 1.78211
H 1.92796 0.15564 -0.04089
H -0.30028 1.68426 1.51911
H 0.18393 2.83062 -0.65556
H 0.25450 1.26669 -1.48602
H -1.97755 1.06284 -0.91845
```

Output
SMILES = CO[C@H]1C[C@H]1CO
HOMO level = -9.8 eV
Kohn-Sham gap = 10.78 eV

Atomic partial charges in e from the Löwdin method, atoms 1 to 5:
1 C -0.09
2 O -0.15
3 C -0.32
4 C -0.05
5 C -0.21

---

(R)
Computed, not measured: a molecular structure, C5H10O2, with ωB97M-V with the def2-TZVPD basis set.

Geometry as XYZ:
```
17
Properties=species:S:1:pos:R:3
C 1.01474 -1.99882 -0.04828
C 0.40067 -0.83356 -0.79394
O -0.87590 -1.24789 -1.24220
C 0.34327 0.42175 0.06959
C -0.76298 1.41739 -0.21806
C -0.65170 1.71138 1.26025
O -0.20781 0.33359 1.42232
H 1.05067 -2.87922 -0.69498
H 2.02938 -1.75797 0.28543
H 0.39550 -2.21966 0.82463
H 1.03380 -0.57504 -1.66548
H -1.35571 -0.46333 -1.53462
H 1.34874 0.85891 0.16257
H -0.75459 2.15918 -1.02568
H -1.60113 0.70252 -0.13280
H -1.57592 1.99777 1.77189
H 0.16897 2.37299 1.55935
```

Output
HOMO level = -10.0 eV
Kohn-Sham gap = 10.94 eV

Atomic partial charges in e from the Löwdin method, atoms 1 to 5:
1 C -0.04
2 C -0.40
3 O -0.03
4 C -0.30
5 C -0.10

---

It is (P) that is the least stable of them.